Molecular formula: C24H20F6KN2O6PSSb
Method: DFT, ωB97M-V/def2-TZVPD

XYZ file:
```
62
Properties=species:S:1:pos:R:3:lowdin_charge:R:1
Sb 4.36884 1.02570 3.22294 1.33
K 1.04367 1.18307 1.02907 0.89
S 0.80154 1.35168 -2.06021 0.41
P -0.03598 -1.37131 -1.19078 0.94
F 3.13960 0.78540 1.75613 -0.48
F 3.07038 0.31021 4.36438 -0.36
F 3.66324 2.73466 3.47857 -0.36
F 5.61251 1.73454 2.00981 -0.37
F 5.56751 1.20505 4.64145 -0.37
F 5.00932 -0.71493 2.86023 -0.38
O -0.33035 0.18954 -1.44079 -0.39
O -1.38245 -1.97529 2.23478 0.07
O 0.17379 -0.93039 0.93353 -0.29
O 1.89813 1.21539 -1.12084 -0.42
O 1.06464 0.83224 -3.38614 -0.31
O 0.01189 2.53237 -1.94333 -0.26
N -0.70259 2.89866 2.34849 0.02
N -2.39056 1.72474 0.53416 0.10
C 3.77966 -2.48624 -0.06908 -0.06
C -4.60884 1.05245 -0.19327 -0.13
C 0.09055 3.66571 3.09241 -0.20
C -2.52450 3.55054 3.80474 -0.06
C -4.31042 1.95761 2.02078 -0.07
C -1.52900 -1.86990 -5.01716 -0.08
C 2.42047 -2.18992 -0.01210 -0.04
C -2.05129 2.83725 2.65013 -0.24
C -0.87585 -4.03244 -4.21833 -0.09
C -0.87902 -1.67241 1.18013 -0.65
C -1.07266 -1.29108 -3.82660 -0.06
C -2.90819 2.15293 1.75417 -0.23
C 4.43457 -2.49223 -1.28620 -0.08
C -5.12840 1.41668 1.07389 -0.15
C 2.38487 -1.91753 -2.40442 -0.08
C 1.70388 -1.90142 -1.18037 -0.24
C -1.42959 -3.23085 -5.21060 -0.11
C -1.30884 -2.12917 -0.19346 -0.11
C -0.51645 -2.08039 -2.83372 -0.28
C -0.30488 4.40918 4.19544 -0.12
C 3.74126 -2.20820 -2.45251 -0.07
C -1.66977 4.31329 4.55000 -0.14
C -3.23817 1.23925 -0.36112 -0.22
C -0.42577 -3.45237 -3.03527 -0.10
H 4.26125 -2.18566 -3.40244 0.10
H 0.41218 4.99231 4.75569 0.07
H -0.78970 -5.10375 -4.36034 0.09
H -1.34781 -3.21027 -0.32184 0.10
H -4.72856 2.23485 2.98020 0.08
H -6.18251 1.27448 1.29600 0.08
H -3.57337 3.52055 4.06816 0.07
H -1.13134 -0.22142 -3.68281 0.10
H 5.49994 -2.69103 -1.32156 0.10
H -1.78297 -3.67727 -6.13369 0.09
H -5.22106 0.64116 -0.98688 0.06
H 1.93205 -2.14690 0.94250 0.11
H 0.02124 -4.08888 -2.27601 0.11
H 1.14258 3.68424 2.80074 0.09
H 4.31967 -2.65722 0.85402 0.10
H -1.95642 -1.23569 -5.78474 0.10
H 1.87690 -1.65132 -3.32475 0.10
H -2.26599 -1.68949 -0.48712 0.11
H -2.05449 4.85565 5.40974 0.08
H -2.78834 0.98360 -1.32381 0.08
```

Output
⟨S²⟩ ... 0.77
Charge ... -2
ΔE to the lowest compared entry with this formula, charge and spin ... 0.0000 eV
2S+1 ... 2
Energy ... -3666.76505 Ha
HOMO level (alpha / beta) ... 0.7 / -2.4 eV
HOMO-LUMO gap (alpha / beta) ... 3.3 / 6.4 eV